# 1
# C12H29N6O8

A 6-piece molecular cluster, C12H29N6O8 overall at a distorted geometry (wB97M-V/def2-TZVPD, the OMol25 dataset).

Structure (XYZ):
```
55
Properties=species:S:1:pos:R:3:nbo_charge:R:1
N 0.57844 -1.16149 0.51940 0.7161
O 0.26257 -0.32090 1.35138 -0.5488
O -0.16553 -1.91427 -0.12263 -0.5487
O 1.76802 -1.19250 0.36442 -0.5782
C -4.46110 2.76347 -2.90082 -0.7018
C -3.72398 1.61462 -2.27816 0.6711
O -4.38414 0.64948 -1.84199 -0.6873
N -2.41545 1.78773 -2.15346 -0.5733
C -1.55504 0.87595 -1.58958 -0.4467
H -3.90837 3.69767 -3.00008 0.2033
H -5.37183 2.94907 -2.33140 0.2365
H -4.82115 2.53511 -3.90397 0.2287
H -1.95540 2.62191 -2.48901 0.4001
H -0.75626 0.74627 -2.31981 0.2182
H -1.90367 -0.11352 -1.29375 0.2419
H -1.15522 1.21126 -0.63261 0.2178
C 3.82997 2.43675 -3.89613 -0.7222
C 2.93816 1.54565 -3.06833 0.6703
O 1.73460 1.77796 -3.08024 -0.6536
N 3.53875 0.56312 -2.40786 -0.6153
C 4.96385 0.14615 -2.37472 -0.4084
H 3.37695 3.40924 -4.08883 0.2354
H 4.01888 1.84921 -4.79458 0.2255
H 4.69318 2.75978 -3.31422 0.2113
H 2.81432 0.09737 -1.88023 0.4303
H 5.27488 0.11186 -3.41884 0.1968
H 5.14971 -0.76910 -1.81269 0.2321
H 5.47461 0.98251 -1.89750 0.1956
O 5.35747 -0.68769 3.71945 -0.6842
C 4.50166 -0.72087 2.80145 0.6665
N 3.21283 -0.87470 3.08392 -0.8091
C 5.02148 -0.70132 1.35411 -0.7130
H 2.60230 -0.78600 2.28424 0.4325
H 2.90387 -0.67367 4.02427 0.4024
H 5.87355 -1.37249 1.24636 0.2273
H 5.24292 0.33675 1.10614 0.2250
H 4.24057 -1.06410 0.68577 0.2326
O -3.34058 0.35217 2.77692 -0.6358
C -3.87729 0.23160 1.69279 0.6700
N -3.32883 -0.42427 0.71344 -0.8381
C -5.27282 0.90118 1.40744 -0.7284
H -2.33875 -0.61689 0.76587 0.4268
H -3.84452 -0.39552 -0.15451 0.4175
H -6.00490 0.32301 1.97125 0.2248
H -5.39105 1.01140 0.32949 0.2225
H -5.25394 1.90437 1.83331 0.2200
O -2.43754 -2.18143 4.42585 -0.6378
C -1.72847 -2.84589 3.59847 0.6590
N -0.43433 -2.63250 3.59685 -0.8245
C -2.28250 -3.87578 2.71835 -0.7157
H -0.05914 -2.51885 2.66603 0.4025
H -0.05810 -2.10487 4.37154 0.4015
H -1.55915 -4.69077 2.69279 0.2175
H -2.37263 -3.31031 1.79086 0.2551
H -3.21184 -4.24292 3.15380 0.2367
```

The calculation puts the largest force on an atom at 6.72 eV Å⁻¹. Its HOMO energy is -5.817 eV. As for the molecular weight: 385.4 g/mol. The value obtained for the gap between HOMO and LUMO is 8.316 eV. The total energy is -1405.11335 hartree. Its total charge is -1.



# 2
# C12H29N8O2

A 3-piece molecular cluster, C12H29N8O2 overall at a distorted geometry (wB97M-V/def2-TZVPD, the OMol25 dataset).

Structure (XYZ):
```
51
Properties=species:S:1:pos:R:3:nbo_charge:R:1
C 7.54539 -1.62397 -0.46182 -0.4474
N 7.49183 -0.18235 -0.01156 -0.6158
C 6.51228 0.01328 1.08163 -0.0677
N 5.15307 0.41107 0.61109 -0.5818
C 4.11946 -0.42736 0.79237 0.5900
N 4.08073 -1.73323 1.37631 -0.4879
C 2.70587 -2.10137 1.30085 0.2508
N 1.92563 -1.06606 0.71893 -0.1630
C 0.44783 -1.01462 0.43039 -0.0773
N -0.38307 -1.68194 1.45605 -0.6358
C -1.38720 -0.75903 2.07948 -0.4307
N 2.78820 -0.05953 0.38596 -0.3820
H 7.01291 -1.79980 -1.45044 0.2101
H 7.23688 -2.34061 0.36403 0.1900
H 8.65655 -1.83042 -0.67139 0.2160
H 8.41199 -0.04557 0.44459 0.3705
H 6.90013 0.89635 1.70662 0.2121
H 6.45340 -0.87221 1.80979 0.2175
H 4.93326 1.32146 0.18858 0.4263
H 2.26384 -3.08298 1.65492 0.2665
H 0.08340 0.04750 0.21760 0.2694
H 0.31963 -1.59478 -0.55519 0.2054
H 0.16767 -2.05165 2.23780 0.3651
H -1.07472 0.33309 2.11016 0.1924
H -1.54282 -1.07290 3.17198 0.2229
H -2.38751 -0.90903 1.56818 0.2237
H 2.54127 0.82586 -0.06443 0.4476
C -0.18997 2.25836 -3.33672 -0.7211
C -1.11635 1.47758 -2.44369 0.6851
O -0.93762 1.38918 -1.23157 -0.6822
N -2.17710 0.86030 -3.02225 -0.6016
C -2.54772 0.85206 -4.42441 -0.4155
H 0.60969 2.69660 -2.74059 0.2364
H 0.25673 1.59722 -4.08207 0.2327
H -0.73627 3.06565 -3.82809 0.2420
H -2.75904 0.35392 -2.36985 0.4016
H -3.54915 1.27557 -4.51883 0.2082
H -2.56306 -0.18272 -4.77099 0.2065
H -1.85609 1.42574 -5.03642 0.2170
C -6.55378 0.02229 3.01686 -0.7218
C -5.26623 0.30621 2.29103 0.6815
O -4.17524 0.22065 2.83945 -0.6474
N -5.34531 0.66853 0.98180 -0.6171
C -6.53658 0.82169 0.17035 -0.4127
H -6.33852 -0.25355 4.04832 0.2495
H -7.18492 0.91323 3.02179 0.2316
H -7.07752 -0.80826 2.53901 0.2293
H -4.44748 0.84528 0.55366 0.3967
H -6.46621 0.13879 -0.67886 0.1945
H -6.57329 1.84852 -0.19873 0.2008
H -7.44483 0.60799 0.72833 0.2194
```

The calculation puts the largest force on an atom at 4.29 eV Å⁻¹. Its HOMO energy is -11.364 eV. The value obtained for the energy above the lowest of the compared OMol25 structures with the same formula, charge and spin is 41.78 kcal per mole. As for the molecular weight: 317.4 g/mol. The value obtained for the gap between HOMO and LUMO is 8.492 eV. The total energy is -1062.88002 hartree. Its total charge is +1.



# 3
# C12H30AlF3N4O11PS2

C12H30AlF3N4O11PS2 as an isolated structure at a distorted geometry (wB97M-V/def2-TZVPD, the OMol25 dataset).

Structure (XYZ):
```
64
Properties=species:S:1:pos:R:3:nbo_charge:R:1
Al -0.90739 -1.41347 1.93896 1.5546
N -3.64752 -2.02615 2.40101 -1.1695
S -4.47384 -3.22005 2.08745 2.3729
O -5.54347 -3.06811 1.04389 -0.8194
O -4.50280 -4.22113 3.14481 -0.8410
F -3.31091 -3.87189 1.14548 -0.5452
S -4.95671 -1.12103 3.10234 2.3263
O -5.27212 -1.59604 4.45294 -0.8096
O -5.94442 -0.44951 2.26004 -0.8073
F -3.97257 0.10568 3.52982 -0.5230
F 1.60245 -0.57588 3.15461 -0.5383
O 0.26016 -0.27247 -0.51357 -1.0545
P 1.12654 0.50171 -1.47238 2.3699
N 0.20544 0.98829 -2.93976 -0.6280
C -0.00429 -0.01321 -4.01549 -0.4292
C -0.96083 1.89940 -2.72356 -0.4304
N 2.51524 -0.31019 -2.07868 -0.7631
C 2.48643 -1.76947 -2.20460 -0.4215
C 3.52607 0.41431 -2.84939 -0.4441
N 1.66368 1.97958 -0.88425 -0.7174
C 2.01893 3.15626 -1.67954 -0.4098
C 1.84290 2.15057 0.56234 -0.4122
H -0.49246 0.45374 -4.87091 0.2326
H -0.52409 -0.91198 -3.68363 0.2246
H 0.94044 -0.44458 -4.34641 0.2172
H -0.56463 2.90650 -2.59368 0.2087
H -1.41178 1.66651 -1.75893 0.2397
H -1.66525 1.83771 -3.55307 0.2329
H 2.29233 -2.02088 -3.24729 0.1954
H 3.40249 -2.22610 -1.82987 0.2213
H 1.64386 -2.26685 -1.72421 0.2362
H 3.95224 -0.25703 -3.59490 0.2293
H 3.03848 1.09659 -3.54569 0.2137
H 4.44968 0.71778 -2.35650 0.2303
H 2.82139 3.73469 -1.22172 0.2267
H 2.46510 2.78252 -2.60114 0.2230
H 1.20812 3.86083 -1.86463 0.2107
H 0.89951 2.24585 1.09995 0.2337
H 2.46432 3.03036 0.72941 0.2231
H 2.32009 1.26744 0.98717 0.2317
C -2.17543 4.16272 -0.31985 -0.2545
O -1.55913 3.03495 0.27863 -0.5231
C -1.97061 2.54415 1.48604 1.0300
O -1.66007 1.42689 1.92937 -0.6784
O -2.87261 3.40101 2.05453 -0.5017
C -3.60353 2.90908 3.18792 -0.2616
H -2.08856 5.09483 0.23848 0.2143
H -3.23112 4.02950 -0.55621 0.2038
H -1.68552 4.15232 -1.29348 0.1873
H -4.41681 2.33596 2.74272 0.2078
H -4.11987 3.72610 3.69188 0.2140
H -2.94717 2.35276 3.85710 0.2127
C 3.91856 -1.67710 1.29466 -0.2671
O 3.73402 -3.09828 1.04778 -0.4714
C 2.50660 -3.60633 1.16449 1.0220
O 1.44090 -2.96603 1.16744 -0.7172
O 2.63629 -4.93402 1.15323 -0.4785
C 1.49443 -5.79674 1.24012 -0.2574
H 3.20949 -0.99266 0.82897 0.1908
H 4.92331 -1.38949 0.98504 0.2038
H 3.88259 -1.47569 2.36528 0.2215
H 0.95624 -5.87420 0.29543 0.1983
H 0.90255 -5.32267 2.02309 0.1919
H 1.73460 -6.77738 1.65093 0.2216
```

The calculation puts the largest force on an atom at 11.26 eV Å⁻¹. Its HOMO energy is -12.563 eV. The value obtained for the energy above the lowest of the compared OMol25 structures with the same formula, charge and spin is 102.23 kcal per mole. As for the molecular weight: 585.5 g/mol. The value obtained for the gap between HOMO and LUMO is 2.910 eV. The total energy is -3201.09363 hartree. Its total charge is +1.



# 4
# C12H30AsN3S2V

C12H30AsN3S2V as an isolated structure at a distorted geometry (wB97M-V/def2-TZVPD, the OMol25 dataset).

Structure (XYZ):
```
49
Properties=species:S:1:pos:R:3:mulliken_spin:R:1
V -0.46121 -0.84548 0.03654 2.1890
N -1.76985 -1.53383 -1.40133 -0.0239
C -1.85119 -3.10803 -1.22679 -0.0010
C -0.55186 -3.75029 -1.53990 0.0107
C 0.55020 -3.56980 -0.46489 0.0157
N 1.08183 -2.15614 -0.38379 -0.0399
H -2.71887 -1.14316 -1.16974 0.0105
H -1.62955 -1.19277 -2.37164 0.0107
H -2.65328 -3.44621 -1.93212 0.0025
H -2.24335 -3.36903 -0.20701 -0.0062
H -0.27185 -3.35957 -2.49976 -0.0004
H -0.67955 -4.84012 -1.66371 -0.0005
H 1.45885 -4.24608 -0.67801 0.0015
H 0.16023 -3.82375 0.54089 -0.0023
H 1.54003 -1.99394 -1.31990 0.0081
H 1.85477 -2.05150 0.27865 0.0046
S -2.07117 -1.07354 1.74429 -0.0669
C -0.78557 -0.96398 2.89186 0.0195
N -0.56866 -1.40638 4.09010 -0.0005
C 0.86686 -1.30307 4.58938 0.0019
C 1.72903 -0.99330 3.36142 0.0023
S 0.61146 -0.11814 2.24694 -0.0148
H -1.17284 -2.07883 4.56643 -0.0001
H 1.15269 -2.27867 5.00597 0.0001
H 0.85613 -0.45151 5.28655 -0.0002
H 2.07510 -1.88574 2.88430 0.0000
H 2.65429 -0.37777 3.58489 -0.0008
C -1.08358 3.13524 1.51313 -0.0002
C 0.13434 2.97500 0.56747 0.0037
As -0.08150 1.56474 -0.73433 -0.1183
C 1.68002 1.02011 -1.57986 -0.0113
C 2.44276 2.09060 -2.36225 -0.0030
C -1.14348 2.30592 -2.27448 0.0022
C -1.19733 3.91688 -2.36026 -0.0054
H -0.88687 3.82531 2.32780 0.0001
H -1.26457 2.15503 1.96522 0.0024
H -1.91240 3.52450 0.92026 -0.0002
H 1.07268 2.78581 1.15612 0.0009
H 0.28913 3.84304 -0.07094 -0.0034
H 1.38293 0.29706 -2.32467 0.0036
H 2.26399 0.55810 -0.77801 0.0102
H 1.74534 2.41122 -3.15065 0.0000
H 3.37175 1.61274 -2.74884 -0.0013
H 2.67488 2.87790 -1.68771 -0.0002
H -2.12356 1.91206 -2.26596 -0.0010
H -0.70699 1.80422 -3.11976 0.0024
H -1.48465 4.25283 -1.42007 0.0004
H -2.03911 4.15845 -3.02011 -0.0011
H -0.29646 4.33389 -2.80171 0.0000
```

The calculation puts the largest force on an atom at 3.35 eV Å⁻¹. As for the expectation value of S²: 2.06. The multiplicity is 3. Its HOMO energy (spin up / spin down) is -19.380 / -19.150 eV. The value obtained for the energy above the lowest of the compared OMol25 structures with the same formula, charge and spin is 6.50 kcal per mole. As for the molecular weight: 406.4 g/mol. The value obtained for the gap between HOMO and LUMO (spin up / spin down) is 8.225 / 8.703 eV. The total energy is -4614.65074 hartree. Its total charge is +3.